180
Properties=species:S:1:pos:R:3:forces:R:3 method="wB97M-V/def2-TZVPD" homo_energy_ha=-0.316 largest_force_ha_per_bohr=0.1190 multiplicity=1 energy_ev=-243495.760 homo_lumo_gap_ev=8.13
C -3.7272 -1.0117 3.5908 0.222 -0.742 0.323
C -3.0377 -0.8429 2.2543 0.763 1.314 -1.170
C -1.5711 -0.3085 2.4108 -0.945 -0.572 -0.659
N -0.7756 0.1740 1.1205 -1.301 -0.283 -0.469
C -1.5433 1.1369 0.1526 -0.298 0.337 1.309
C -1.8177 2.4818 0.8247 -0.183 -0.827 0.598
C -0.5665 3.1126 1.3100 2.653 0.159 -0.251
C 0.2926 2.1720 2.2585 -0.337 0.172 0.039
C 0.5189 0.7921 1.6158 -1.081 0.652 -0.618
C -0.4545 -1.0046 0.1966 -0.195 0.089 1.958
H -3.1553 -0.6973 4.4638 0.204 -0.055 -0.112
H -3.8474 -2.0942 3.6338 -0.647 0.169 0.851
H -4.6630 -0.4536 3.6211 -0.081 -0.381 0.009
H -3.6844 -0.1663 1.6958 0.440 0.369 -0.377
H -3.0811 -1.7751 1.6911 0.329 -0.060 0.021
H -1.0187 -1.1245 2.8769 0.536 -0.169 -0.503
H -1.5772 0.4156 3.2256 0.185 0.727 -0.770
H -2.4496 0.6189 -0.1611 0.046 -0.133 0.216
H -0.9317 1.2294 -0.7449 0.180 0.042 0.350
H -2.3673 2.3715 1.7595 -0.816 -0.547 -0.120
H -2.3685 3.2023 0.2201 0.066 -0.236 -0.348
H -0.8399 4.1104 1.6535 0.435 -0.167 0.705
H 0.1005 3.3185 0.4729 0.042 0.114 -0.303
H -0.0981 2.2097 3.2753 -0.468 -0.693 0.041
H 1.3358 2.4308 2.4398 -0.098 1.014 -0.485
H 1.0390 0.0353 2.2030 -0.132 0.134 0.299
H 1.1227 0.9627 0.7245 -0.028 -0.018 -0.070
H -0.0437 -1.6947 0.9336 0.420 -0.553 -0.621
H 0.2447 -0.6958 -0.5805 -0.005 0.037 0.226
H -1.3681 -1.4249 -0.2238 0.049 0.224 0.044
C 7.8129 -3.2763 1.8251 1.171 -0.516 0.384
C 6.4736 -3.5350 2.5061 0.317 0.762 -0.353
C 5.8570 -2.2130 3.0063 -1.899 -0.195 0.031
N 4.4246 -2.3559 3.5734 -1.186 -0.663 2.077
C 4.2878 -3.4967 4.7098 0.646 0.667 -1.062
C 5.2103 -3.2151 5.8741 0.384 1.064 -0.179
C 4.7649 -1.9139 6.5283 -0.111 1.277 1.728
C 4.7551 -0.6476 5.6493 0.125 -2.153 -1.980
C 4.0034 -1.0209 4.2878 0.884 0.345 -0.239
C 3.3475 -2.5675 2.4458 2.486 0.839 0.449
H 8.5915 -3.2066 2.5847 0.089 0.832 0.023
H 7.8539 -2.4633 1.1002 -0.189 0.227 0.350
H 8.1936 -4.1455 1.2887 -0.539 -0.293 -0.204
H 6.6474 -4.1964 3.3550 -0.182 -0.130 -0.100
H 5.9152 -4.0573 1.7293 -0.822 0.165 0.433
H 5.6548 -1.4738 2.2312 0.617 -0.144 -0.221
H 6.3968 -1.6993 3.8017 0.372 -0.406 -0.152
H 4.5250 -4.4725 4.2859 -0.431 0.210 -0.413
H 3.2579 -3.4175 5.0578 -0.061 -0.248 -0.267
H 6.2620 -3.1229 5.6027 0.133 0.232 -0.645
H 5.3111 -4.0688 6.5443 -0.898 0.038 0.226
H 5.4266 -1.6046 7.3374 0.261 -0.522 0.254
H 3.8004 -1.9866 7.0307 -0.260 -0.491 -0.251
H 5.8098 -0.4224 5.4917 0.056 0.192 -0.613
H 4.3741 0.2512 6.1343 -0.586 -0.329 -0.140
H 4.1583 -0.3007 3.4845 0.005 0.309 0.206
H 2.9258 -1.1116 4.4247 0.130 -0.086 0.307
H 2.3461 -2.3551 2.8202 0.184 -0.868 0.210
H 3.6243 -3.5106 1.9747 -0.859 -0.188 0.326
H 3.5908 -1.7925 1.7190 -0.134 0.123 0.020
C 5.6412 -4.2063 -5.4201 0.484 -0.566 -1.832
C 4.5803 -3.4998 -4.6412 -0.983 -0.371 -0.016
C 3.2248 -4.2965 -4.6999 1.054 -0.737 1.407
N 2.1561 -3.8424 -3.7134 -0.261 -0.477 -1.424
C 0.9823 -4.8715 -3.9232 -0.872 0.987 1.518
C -0.0322 -4.8052 -2.7497 -0.641 1.536 -0.431
C 0.4758 -4.7838 -1.3274 1.885 -1.378 -0.050
C 1.6678 -3.8177 -1.1387 -0.869 0.412 -1.388
C 2.7424 -3.8836 -2.2726 -0.886 -0.080 0.280
C 1.7095 -2.3952 -4.0836 -0.239 -0.269 1.130
H 6.5781 -3.6493 -5.4303 0.045 -0.168 0.367
H 5.4173 -4.3366 -6.4788 -0.366 0.357 -0.240
H 5.7966 -5.2477 -5.1381 0.197 0.131 0.680
H 4.4455 -2.4681 -4.9660 -0.020 -0.089 -0.237
H 5.0474 -3.4303 -3.6588 -0.852 -0.055 0.481
H 3.3641 -5.3402 -4.4181 0.796 -0.051 0.740
H 2.8007 -4.5846 -5.6618 -0.229 1.549 -0.499
H 1.2291 -5.9257 -4.0493 1.355 0.224 0.214
H 0.4872 -4.6137 -4.8594 0.045 0.416 0.136
H -0.7279 -5.6335 -2.8835 -0.122 0.141 -0.090
H -0.5725 -3.8610 -2.8184 -0.430 -0.095 -0.668
H 0.8032 -5.8084 -1.1509 0.472 -0.192 0.463
H -0.2844 -4.6427 -0.5592 -0.191 0.401 -0.424
H 2.0715 -3.9216 -0.1316 0.466 -0.046 -0.256
H 1.2876 -2.7994 -1.2206 -0.131 0.160 0.356
H 3.3258 -4.7993 -2.1772 0.045 0.007 -0.332
H 3.3784 -3.0001 -2.2177 0.057 -0.171 0.124
H 2.5365 -1.6955 -4.2048 0.427 -0.585 0.285
H 1.1478 -2.0535 -3.2143 -0.243 0.108 -0.346
H 1.1167 -2.2908 -4.9923 -0.182 -0.758 0.160
C -6.8899 2.1658 0.7798 -0.954 -1.214 0.194
C -6.1246 2.9151 -0.2496 0.464 0.093 -2.048
C -6.3330 2.3381 -1.7442 0.592 0.894 0.611
N -5.6325 3.1178 -2.8610 -0.285 -1.650 0.612
C -5.7212 2.1714 -4.1562 -0.577 1.322 -0.779
C -5.4706 2.9821 -5.4646 0.658 0.873 0.924
C -6.3833 4.2292 -5.5323 -0.133 -0.817 1.073
C -6.0599 5.1297 -4.3125 -0.087 0.323 0.368
C -6.3215 4.5059 -2.9184 1.673 -0.461 -1.987
C -4.1064 3.1889 -2.5408 -1.467 1.926 -0.390
H -7.9480 2.1674 0.5178 -0.122 -0.442 -0.084
H -6.8947 2.4950 1.8189 0.597 0.624 -0.206
H -6.4841 1.1546 0.8092 -0.446 -0.333 0.026
H -5.0645 2.7860 -0.0317 0.082 0.653 -0.002
H -6.4611 3.9519 -0.2520 0.521 0.139 0.013
H -7.3692 2.4326 -2.0692 -0.143 -0.716 0.429
H -5.8800 1.3566 -1.8843 -0.641 -0.267 0.524
H -6.6934 1.7037 -4.3115 -0.559 0.466 0.879
H -5.0729 1.3097 -3.9967 0.586 0.494 0.063
H -5.5904 2.3875 -6.3703 0.065 -0.348 0.332
H -4.4466 3.3526 -5.4181 0.235 -0.244 -0.342
H -7.3955 3.8250 -5.5359 -0.449 0.323 0.295
H -6.3036 4.7669 -6.4771 0.399 0.056 0.152
H -6.6799 6.0225 -4.2321 0.056 0.232 -0.646
H -5.0258 5.4581 -4.4173 0.075 0.072 0.157
H -7.4074 4.5562 -2.8386 -0.048 -1.288 0.434
H -5.8991 5.0457 -2.0708 0.143 0.265 -0.350
H -3.7028 3.7517 -3.3825 0.549 -0.657 0.035
H -3.6856 2.2064 -2.3269 -0.223 0.043 -0.437
H -3.9823 3.8765 -1.7042 -0.043 -0.164 0.194
C -1.0395 -4.7292 3.0226 -0.020 -1.931 3.074
F -1.5279 -6.0049 3.0366 0.806 0.748 -0.160
F -0.7896 -4.4293 1.7860 0.045 1.033 -1.142
F -2.0011 -4.0038 3.6012 0.164 0.613 -0.918
S 0.5134 -4.6315 4.2128 -1.317 -3.557 -1.448
O 0.0606 -5.5577 5.2792 1.286 2.398 -1.902
O 1.6177 -5.1522 3.3738 -1.212 2.000 1.230
N 0.4986 -2.9823 4.5329 0.909 -2.454 -2.739
S 0.1830 -2.9301 6.0339 -1.681 -1.155 5.655
O -1.1861 -3.3939 6.4155 2.971 1.856 -0.804
O 1.3048 -3.4955 6.8360 -1.722 1.807 -1.159
C 0.1263 -1.0290 6.2794 0.282 -1.021 0.047
F -0.2931 -0.8310 7.5133 0.100 0.277 0.006
F 1.3588 -0.4407 6.1446 -1.433 -0.399 -0.292
F -0.7836 -0.5007 5.4289 1.043 0.064 0.337
C 0.1515 2.0806 -3.2120 -0.800 -1.120 0.136
F 1.0019 2.6025 -4.1031 -1.267 -0.272 0.579
F 0.8469 1.3828 -2.3261 0.658 -1.051 -0.065
F -0.4792 2.9759 -2.4669 -0.306 0.712 -0.916
S -1.2552 0.9116 -4.1243 0.338 3.275 -0.754
O -2.1496 1.9337 -4.6830 0.674 -1.187 1.485
O -0.5501 0.1821 -5.1619 -0.103 -0.497 1.610
N -1.9779 0.0476 -2.7758 1.400 1.529 -1.964
S -2.7307 -1.0888 -3.5572 0.363 -3.019 -2.142
O -3.5395 -0.6017 -4.6802 0.311 -0.688 1.461
O -1.8175 -2.2367 -3.8993 -2.344 1.936 1.289
C -4.0274 -1.6876 -2.2436 2.457 -1.521 -1.745
F -4.8158 -2.5726 -2.8569 -0.332 0.741 0.183
F -3.3963 -2.3757 -1.2763 -0.089 0.480 0.338
F -4.6684 -0.6732 -1.7493 -0.903 0.562 0.540
C -3.7210 8.6290 -3.4920 3.171 0.032 0.728
F -3.7649 9.7896 -2.8777 0.201 0.758 -0.010
F -4.9159 8.2136 -3.6539 -2.157 -1.179 -0.491
F -3.1079 8.7603 -4.7028 -0.519 -0.142 1.036
S -2.6261 7.4334 -2.4119 1.086 -0.418 0.715
O -2.7195 6.1326 -3.0682 -1.198 0.828 0.545
O -1.2514 7.9281 -2.3898 -2.114 0.262 0.171
N -3.4588 7.5953 -0.8619 1.095 -0.719 -3.005
S -2.5248 6.9186 0.2194 2.978 -0.974 2.326
O -1.8930 5.6110 -0.1622 -1.494 2.029 0.431
O -1.6067 7.8652 0.8972 -1.961 -1.653 -0.986
C -3.7910 6.3429 1.6273 2.144 2.339 -1.983
F -4.4847 7.4074 2.0135 -0.359 -0.149 0.414
F -4.5836 5.4462 1.1136 -1.091 -1.201 -0.107
F -3.1113 5.8475 2.6474 -0.111 -0.217 0.149
C 5.5023 -0.6026 -0.6662 -1.124 1.541 -0.266
F 5.8505 -0.9461 -1.9265 -0.360 0.191 0.956
F 5.1904 -1.7130 0.0187 0.726 -0.351 -0.104
F 6.5071 0.0435 -0.0923 -0.036 -0.553 -0.069
S 3.8441 0.4242 -0.6154 0.473 -1.302 -1.012
O 3.8858 1.4610 -1.6015 0.474 0.429 0.993
O 2.9857 -0.6596 -1.0774 -0.439 -0.129 1.779
N 3.7169 0.8439 1.0497 0.143 -1.750 -3.048
S 4.1040 2.3731 1.0975 -0.577 6.084 0.309
O 5.2966 2.7979 0.3907 0.082 -1.244 0.909
O 2.9820 3.3098 0.8149 1.233 -2.386 1.132
C 4.5431 2.7058 3.0366 -1.740 0.292 -2.868
F 3.6146 2.1618 3.8118 -0.678 0.070 0.529
F 5.6691 2.1574 3.3244 1.980 -0.667 0.502
F 4.5969 4.0255 3.2119 -0.090 -0.682 0.030